[1]
Computed, not measured: a structure of composition C19H36Br14ClI2OS, with wB97M-V/def2-TZVPD.

```
74
Properties=species:S:1:pos:R:3:forces:R:3:lowdin_charge:R:1
C -4.20873 -4.99546 -2.04496 0.37 0.23 0.31 -0.061
C -3.45633 -3.76006 -2.49666 -0.69 0.17 0.03 -0.256
O -2.12513 -3.72554 -1.86921 0.13 -0.29 0.21 -0.465
S -0.89087 -4.04775 -2.77537 0.25 0.12 -0.17 0.757
Cl -1.37539 -5.80977 -3.62775 -0.06 0.01 -0.01 0.378
C 0.38082 -4.47232 -1.60906 0.18 -0.19 0.15 -1.023
I 1.65711 -6.00034 -2.29891 -0.10 0.18 0.09 0.900
C 0.57494 -3.74990 -0.47989 -0.14 -0.35 -0.84 -0.838
C -0.25306 -2.58716 -0.03471 0.39 -0.21 0.51 -0.217
I 2.18131 -4.28640 0.70484 -0.08 0.27 0.30 0.982
H -4.89957 -5.32756 -2.80573 -0.17 -0.08 -0.20 0.090
H -4.75140 -4.77652 -1.13544 -0.20 0.00 0.17 0.085
H -3.51307 -5.78895 -1.80886 0.05 -0.30 -0.11 0.057
H -3.94394 -2.86584 -2.13919 0.07 0.33 0.12 0.088
H -3.38054 -3.66919 -3.57277 0.32 -0.10 -0.25 0.107
H -0.25984 -1.78121 -0.75772 -0.08 0.12 -0.29 0.045
H 0.14190 -2.19931 0.89329 0.14 0.20 0.11 0.026
H -1.25351 -2.91195 0.19278 -0.39 0.01 -0.13 0.008
Br 4.40549 -7.35620 0.33745 0.04 -0.06 -0.02 0.571
C 3.18499 -8.86031 0.16393 0.06 0.15 0.14 -0.692
C 3.64169 -9.81865 -0.89895 -0.12 -0.01 -0.05 -0.663
Br 3.30578 -9.09087 -2.67534 0.11 -0.08 -0.10 0.577
H 2.20928 -8.44435 -0.06524 -0.06 0.00 0.04 0.027
H 3.15679 -9.33420 1.14159 0.05 -0.08 -0.02 0.065
H 3.07619 -10.74530 -0.84711 -0.04 0.00 -0.02 0.065
H 4.70264 -10.03366 -0.84199 0.04 0.01 -0.02 0.056
Br -2.91041 0.00587 -1.48536 0.02 -0.10 -0.01 0.641
C -2.78620 0.63267 0.36084 -0.10 0.02 -0.04 -0.656
C -1.72191 1.67891 0.51660 0.20 0.06 0.01 -0.709
Br 0.06139 0.90171 0.47963 0.01 0.19 0.02 0.640
H -2.60649 -0.24622 0.97312 0.01 -0.01 0.03 0.039
H -3.76574 1.04437 0.59295 -0.01 0.02 -0.03 0.065
H -1.81361 2.15923 1.48668 -0.02 -0.06 -0.04 -0.034
H -1.73731 2.43361 -0.26747 -0.06 -0.18 0.12 -0.057
Br 2.37289 3.99884 -1.15967 0.08 0.00 0.08 0.585
C 3.94814 3.10119 -1.86261 -0.16 0.15 -0.07 -0.683
C 3.70119 1.63020 -2.05789 0.10 -0.11 0.08 -0.685
Br 3.70711 0.67559 -0.36214 -0.05 -0.06 -0.01 0.592
H 4.75861 3.29391 -1.16856 0.04 -0.02 0.01 0.051
H 4.16192 3.57977 -2.81544 0.00 -0.03 -0.04 0.060
H 4.49653 1.18218 -2.64825 0.03 0.02 0.00 0.058
H 2.74280 1.43331 -2.52593 -0.04 0.02 -0.02 0.049
Br -2.37732 -3.51664 2.63410 -0.09 -0.04 0.10 0.652
C -2.23598 -2.83191 4.45554 -0.05 0.08 -0.07 -0.660
C -1.15612 -1.79071 4.57595 0.11 -0.06 0.04 -0.719
Br 0.61671 -2.58375 4.52020 0.00 0.01 -0.07 0.595
H -2.05979 -3.69543 5.08652 0.03 -0.01 0.04 0.053
H -3.20740 -2.40254 4.68696 -0.01 0.02 -0.04 0.062
H -1.22998 -1.28230 5.53387 0.00 0.00 0.03 0.057
H -1.18717 -1.05315 3.78024 -0.05 0.04 0.00 0.020
Br -0.32548 5.63773 0.64490 0.02 -0.02 -0.06 0.588
C -1.12364 6.37790 -0.97441 -0.04 0.09 0.19 -0.683
C -2.26694 5.53356 -1.46135 0.01 -0.09 -0.11 -0.652
Br -1.63091 3.90596 -2.31982 -0.02 0.10 -0.14 0.666
H -0.32722 6.45994 -1.70533 0.02 -0.02 -0.04 -0.030
H -1.47231 7.37093 -0.70019 -0.04 0.00 0.01 0.067
H -2.84235 6.05884 -2.21902 0.04 0.05 -0.02 0.064
H -2.92366 5.22769 -0.65383 -0.04 0.01 0.02 0.054
Br 0.95551 1.24268 4.86869 0.01 -0.06 -0.07 0.645
C 0.28143 2.92783 4.18210 0.08 -0.06 0.11 -0.685
C -1.05267 3.27591 4.78704 -0.02 0.07 -0.17 -0.656
Br -2.47877 2.17820 4.03982 -0.10 -0.05 0.22 0.663
H 0.23924 2.82549 3.10159 -0.01 0.03 -0.03 0.022
H 1.02229 3.67823 4.44640 -0.01 0.03 0.03 0.065
H -1.32135 4.30349 4.55512 -0.02 0.00 -0.04 0.061
H -1.08067 3.12481 5.85994 0.03 -0.02 0.04 0.053
Br 1.04670 10.36096 -2.23776 -0.04 -0.07 0.02 0.617
C 2.09756 8.83865 -1.64173 -0.01 0.17 -0.03 -0.695
C 2.73290 8.10408 -2.79114 -0.03 -0.17 0.03 -0.674
Br 1.43447 7.04297 -3.77692 0.03 0.03 -0.09 0.627
H 1.42946 8.20423 -1.06901 0.03 -0.06 0.05 0.029
H 2.86190 9.24453 -0.98418 0.04 0.00 -0.01 0.062
H 3.46926 7.39524 -2.41956 -0.01 -0.03 0.03 0.054
H 3.19585 8.77021 -3.51025 0.01 0.06 0.01 0.052
```
Forces are in eV/Å.

strongest force on any atom = 0.018 Eh/bohr
energy = -1042480.957 eV
HOMO-LUMO gap = 7.3 eV
charge = +1
2S+1 = 1


[2]
Computed, not measured: a structure of composition C19H36Cl2N8Pd, with wB97M-V/def2-TZVPD.

```
66
Properties=species:S:1:pos:R:3:forces:R:3:lowdin_charge:R:1
Pd 0.01804 0.24316 -0.04661 1.18 -1.00 0.20 0.759
Cl -2.46264 0.48638 -0.17709 -0.54 -0.19 0.02 0.622
C -2.42494 2.26270 -0.33854 -0.07 0.33 0.01 -0.835
Cl -0.71314 2.74835 -0.28894 0.00 0.40 -0.06 0.623
H -2.95986 2.71077 0.49296 0.07 -0.05 0.06 0.064
H -2.86536 2.55873 -1.28527 0.06 -0.11 -0.05 0.063
C -0.15537 -4.06220 3.32178 0.06 -0.50 0.02 0.035
N -0.11692 -2.65312 3.66003 -0.15 0.16 0.35 0.034
C -0.24634 -2.29864 5.05357 0.04 0.07 0.20 -0.050
C -0.26389 -0.79266 5.05653 0.03 -0.14 0.15 -0.050
N -0.17019 -0.45193 3.65931 0.01 -0.40 0.20 0.006
C -0.15984 0.93729 3.28521 0.03 0.23 -0.18 0.022
C -0.09698 -1.55133 2.82081 0.02 0.10 -0.62 -0.257
N -0.04194 -1.50154 1.52462 -0.06 0.91 -0.02 0.041
C 0.23535 -2.64748 0.66730 0.01 -0.26 -0.17 -0.203
C -0.55367 -2.58818 -0.63571 0.08 -0.26 0.17 -0.213
N -0.06553 -1.53454 -1.52149 -0.05 0.78 -0.16 0.032
C -0.07217 -1.61994 -2.82172 0.12 0.12 0.81 -0.258
N 0.20604 -0.57245 -3.67464 -0.24 -0.34 -0.24 0.003
C 0.49186 0.78567 -3.29644 0.26 0.24 0.17 0.013
C 0.05672 -0.90798 -5.06859 0.03 -0.12 -0.19 -0.048
C -0.23662 -2.38575 -5.04323 -0.06 0.12 -0.19 -0.048
N -0.29888 -2.71501 -3.63820 0.07 0.14 -0.39 0.038
C -0.47724 -4.10952 -3.28656 -0.09 -0.53 0.04 0.037
H -0.11172 -4.63882 4.24258 0.00 0.07 0.04 0.126
H 0.69180 -4.34997 2.69937 0.02 0.05 0.14 0.118
H -1.08885 -4.31803 2.81094 0.00 0.12 0.01 0.136
H 0.59160 -2.71741 5.62510 0.00 -0.03 -0.04 0.178
H -1.15778 -2.74009 5.47654 0.00 -0.06 -0.09 0.178
H 0.58052 -0.36666 5.61216 0.00 0.06 -0.09 0.173
H -1.17149 -0.37057 5.50546 -0.02 0.01 -0.09 0.177
H 0.32846 1.51148 4.07222 -0.03 -0.03 0.02 0.130
H -1.18166 1.31406 3.17700 -0.01 -0.08 -0.04 0.128
H 0.40040 1.07216 2.36769 0.11 0.02 -0.15 0.047
H -0.01842 -3.59619 1.13433 0.02 0.19 -0.21 0.086
H 1.30435 -2.65878 0.43404 -0.01 -0.06 0.01 0.135
H -1.60968 -2.40724 -0.40880 -0.01 -0.07 -0.03 0.121
H -0.47370 -3.57543 -1.08024 -0.03 0.10 0.11 0.088
H 1.09667 0.80181 -2.39223 0.01 0.00 0.08 0.057
H -0.43584 1.34870 -3.15859 -0.04 -0.06 0.06 0.112
H 1.05984 1.26512 -4.09261 -0.05 -0.04 -0.04 0.129
H 0.96324 -0.66467 -5.63451 0.05 0.02 0.11 0.174
H -0.75081 -0.31930 -5.52376 -0.01 0.03 0.09 0.177
H 0.53904 -2.98460 -5.53712 0.01 -0.04 0.07 0.178
H -1.18397 -2.64472 -5.53393 0.00 -0.05 0.07 0.180
H -0.58889 -4.68636 -4.20169 0.02 0.09 -0.05 0.126
H -1.37287 -4.26702 -2.68413 -0.01 0.10 -0.06 0.124
H 0.39695 -4.49367 -2.75309 0.00 0.12 -0.02 0.134
N 2.18123 0.61191 0.12126 -0.92 -0.31 0.03 0.078
C 3.34873 0.64959 0.09902 0.31 0.38 -0.18 -0.228
N 4.63085 0.72135 0.07475 -0.59 -0.39 0.14 -0.063
C 5.37780 1.93159 -0.30530 0.74 0.61 -0.22 -0.105
C 6.44572 2.28469 0.73641 -0.44 -0.05 0.11 -0.156
C 7.27124 1.07397 1.15303 0.38 0.03 0.06 -0.183
C 6.39778 -0.10241 1.56789 -0.24 0.06 -0.18 -0.164
C 5.42834 -0.46539 0.44314 0.60 -0.31 0.38 -0.115
H 4.68446 2.75783 -0.44829 -0.09 -0.07 -0.01 0.131
H 5.88199 1.73340 -1.25629 -0.21 -0.13 -0.03 0.140
H 5.95534 2.73442 1.60465 0.04 -0.07 0.04 0.123
H 7.08598 3.05373 0.30645 -0.02 0.02 -0.03 0.131
H 7.93520 1.35117 1.97239 -0.09 0.02 0.04 0.129
H 7.94827 0.77548 0.34599 -0.15 -0.04 -0.09 0.129
H 5.81950 0.15081 2.46166 0.05 -0.03 0.04 0.121
H 7.00400 -0.97902 1.79545 0.00 0.01 0.02 0.129
H 4.75805 -1.27096 0.74242 -0.08 0.05 -0.08 0.121
H 5.99652 -0.78783 -0.43370 -0.15 0.05 -0.08 0.141
```
Forces are in eV/Å.

strongest force on any atom = 0.030 Eh/bohr
energy = -60689.053 eV
relative energy (zero: lowest compared OMol25 entry of this formula, charge and spin) = 0.0 kcal/mol
HOMO-LUMO gap (spin up / spin down) = 9.1 / 4.2 eV
charge = +4
2S+1 = 5


[3]
Computed, not measured: a cluster of 7 separate species, C19H36Cl8O9 in total, with wB97M-V/def2-TZVPD.

```
72
Properties=species:S:1:pos:R:3:forces:R:3:lowdin_charge:R:1
Cl 11.97693 13.00059 -15.19963 0.57 -0.20 0.71 0.464
C 13.32355 11.91865 -14.59038 -0.03 0.44 -0.84 -0.591
C 14.26397 11.53986 -15.73828 -0.53 0.48 0.42 -0.701
Cl 13.39415 11.17250 -17.18704 -1.17 -1.27 -1.64 0.551
H 12.84484 11.02763 -14.18416 0.05 0.22 0.06 0.069
H 13.91057 12.46248 -13.85027 -0.32 -0.10 0.10 0.067
H 14.76948 10.62609 -15.42590 0.68 0.54 -0.12 0.065
H 14.81188 12.37628 -16.17220 0.90 -0.12 1.29 0.057
Cl 22.14598 12.34191 -14.95602 -0.36 0.28 0.79 0.475
C 22.64131 11.71895 -16.52059 0.74 1.18 -1.09 -0.761
C 21.89619 10.51727 -16.94452 0.48 -0.66 0.57 -0.638
Cl 22.27006 9.17114 -15.78046 -0.34 -0.27 -0.03 0.438
H 23.73105 11.70425 -16.53965 0.00 -0.73 0.21 0.040
H 22.43928 12.47484 -17.27948 -0.34 0.36 -0.02 0.021
H 22.27842 10.13941 -17.89280 -0.33 0.22 -0.19 0.022
H 20.82971 10.74139 -16.92281 -0.01 -0.40 -0.17 0.045
Cl 19.28981 5.56865 -12.86039 0.04 0.71 0.12 0.577
C 20.05907 5.96846 -11.31076 -1.88 0.12 1.79 -0.721
C 21.49232 5.72979 -11.22184 0.82 -0.55 -0.33 -0.646
Cl 21.79307 4.05268 -11.80717 0.71 0.27 0.15 0.521
H 19.52968 5.40113 -10.54526 0.01 -0.63 -0.29 0.070
H 19.90435 6.95866 -10.88220 -0.30 0.64 -1.06 0.070
H 21.77889 5.77140 -10.17101 0.16 0.05 -0.14 0.085
H 22.00551 6.50929 -11.78497 0.49 -0.52 -0.17 0.074
Cl 20.44745 14.28288 -10.35099 -0.69 -0.53 0.60 0.601
C 19.32687 14.00656 -11.73804 1.12 1.18 -0.91 -0.555
C 19.87138 15.05829 -12.73433 -0.05 -0.33 -0.24 -0.675
Cl 19.12866 16.70364 -12.54574 0.18 -0.84 -0.26 0.496
H 18.27379 14.10982 -11.47638 0.28 0.21 0.19 0.078
H 19.48435 13.03211 -12.20036 0.16 -0.13 0.46 0.060
H 19.84837 14.66468 -13.75052 -0.81 0.49 -0.22 0.051
H 20.94053 15.19149 -12.56918 -0.22 0.08 0.20 0.035
C 18.93019 9.06010 -14.30410 1.41 -0.97 1.71 -0.137
C 19.51336 9.56383 -12.96533 0.60 -1.40 -0.64 -0.129
O 18.57753 10.53059 -12.49191 -0.89 -0.16 -1.44 0.047
C 17.47806 10.47233 -13.36922 -1.33 2.45 1.00 -0.489
O 16.48727 11.19240 -13.26532 2.31 -1.76 0.08 0.107
O 17.66067 9.59209 -14.33847 -1.70 1.20 -0.17 0.071
H 18.76985 7.99890 -14.11372 0.64 -0.20 -1.23 0.088
H 19.58332 9.41448 -15.10155 -0.52 -0.54 -0.41 0.092
H 20.54623 9.83234 -13.18711 -0.20 1.28 0.46 0.095
H 19.62792 8.72081 -12.28394 -0.47 0.28 0.40 0.093
C 24.66535 10.22023 -13.25178 -0.05 -0.04 -0.93 -0.085
C 23.49495 9.66887 -12.49163 0.83 -1.05 -1.53 -0.304
O 23.10482 10.64585 -11.59942 -1.77 0.66 3.62 0.027
C 22.18495 10.22941 -10.66686 -0.88 1.08 -1.07 -0.458
O 21.60963 9.15195 -10.72185 0.93 1.44 0.81 0.090
O 21.87316 11.30344 -9.82700 2.61 -2.38 -2.60 -0.036
C 20.72160 11.18075 -9.08274 -1.64 0.99 0.69 -0.123
H 24.28701 10.82701 -14.07444 0.23 0.34 0.19 0.022
H 25.17275 9.39145 -13.74552 0.29 0.03 0.15 0.078
H 25.33426 10.79726 -12.61327 0.05 -0.14 -0.07 0.086
H 23.80813 8.73757 -12.01973 -0.37 -0.01 0.41 0.125
H 22.68730 9.48696 -13.20066 -0.05 -0.32 0.12 0.052
H 20.83556 10.61925 -8.15547 0.05 -0.21 -0.16 0.098
H 19.87164 10.85773 -9.68385 0.07 -0.52 0.04 0.097
H 20.50208 12.22819 -8.87592 -0.17 -0.23 0.58 0.030
C 18.35414 9.39234 -18.91641 0.97 0.76 0.62 -0.081
C 17.42947 10.14364 -17.91751 -0.97 -2.08 -1.46 -0.238
O 18.16349 11.01034 -17.10728 -0.48 1.14 0.20 0.005
C 18.02638 12.36144 -17.22192 -1.20 -0.11 -3.15 -0.596
O 17.33148 13.02538 -17.98731 0.36 -1.86 1.20 0.103
O 18.95303 12.85883 -16.49557 0.66 0.31 2.55 -0.016
C 19.55556 14.03361 -16.95214 2.00 0.72 -0.06 -0.097
H 18.87073 10.15746 -19.49592 -0.47 0.13 -0.64 0.059
H 17.90509 8.62789 -19.55050 -0.44 0.38 0.04 0.070
H 19.24705 8.92688 -18.49909 -0.29 -0.31 0.83 0.056
H 16.85461 9.47157 -17.28036 0.44 -0.28 0.36 0.111
H 16.62408 10.55819 -18.52380 0.29 1.03 0.13 0.114
H 20.12815 13.70186 -17.81828 -0.19 0.67 -0.58 0.075
H 20.34091 14.25577 -16.22967 -0.15 0.03 0.22 0.053
H 18.97534 14.94553 -17.09301 -0.55 -0.54 -0.16 0.099
```
Forces are in eV/Å.

strongest force on any atom = 0.085 Eh/bohr
energy = -138892.222 eV
HOMO-LUMO gap (spin up / spin down) = 1.8 / 10.3 eV
charge = -1
2S+1 = 2